{"formula": "C44H31BrN3O2PPd", "method": "the ωB97M-V functional and the def2-TZVPD basis", "homo_energy_ev": [-12.609, -13.708], "s_squared": 6.05, "fmax_ev_per_a": 0.6, "homo_lumo_gap_ev": [7.040, 5.436], "spin_multiplicity": 5, "charge": 2, "elements": ["Pd", "O", "C", "O", "C", "C", "C", "N", "C", "C", "C", "C", "C", "C", "C", "N", "C", "C", "C", "C", "C", "N", "H", "H", "H", "H", "H", "H", "H", "H", "H", "H", "Br", "C", "C", "C", "C", "C", "C", "C", "C", "C", "C", "H", "H", "H", "H", "H", "H", "C", "C", "C", "C", "C", "C", "P", "C", "C", "C", "C", "C", "C", "C", "C", "C", "C", "C", "C", "H", "H", "H", "H", "H", "H", "H", "H", "H", "H", "H", "H", "H", "H", "H"], "xyz": [[-0.2126, 0.4220, -0.0528], [-1.6297, -7.1892, -2.0981], [-0.9341, -7.3988, -1.1881], [-0.2076, -7.5741, -0.2950], [-0.5040, -4.4149, -0.8848], [-1.3053, -3.6147, -1.6450], [-1.1086, -2.2477, -1.4597], [-0.2626, -1.7891, -0.5319], [0.4446, -2.6208, 0.2437], [0.3944, -3.9998, 0.0543], [1.2606, -1.9976, 1.3273], [1.9088, -2.7657, 2.2820], [2.6688, -2.1420, 3.2589], [2.7555, -0.7631, 3.2573], [2.0606, -0.0666, 2.2855], [1.3286, -0.6578, 1.3438], [-1.8612, -1.2393, -2.2593], [-2.5204, -1.6088, -3.4223], [-3.2816, -0.6724, -4.1028], [-3.3579, 0.6101, -3.5970], [-2.6309, 0.9114, -2.4596], [-1.8825, 0.0242, -1.8043], [-2.0536, -4.0073, -2.3201], [1.0207, -4.6880, 0.6059], [1.8178, -3.8425, 2.2768], [3.1800, -2.7299, 4.0105], [3.3414, -0.2296, 3.9939], [2.0965, 1.0125, 2.2581], [-2.4307, -2.6152, -3.8047], [-3.8060, -0.9472, -5.0088], [-3.9545, 1.3750, -4.0768], [-2.6505, 1.9153, -2.0634], [-1.8010, -0.3024, 2.2411], [-2.3914, 1.4683, 2.4899], [-3.1427, 1.7244, 3.6297], [-3.6213, 3.0046, 3.8592], [-3.3591, 4.0148, 2.9440], [-2.6164, 3.7515, 1.7890], [-2.3822, 4.7859, 0.8504], [-1.6682, 4.5458, -0.3213], [-1.1816, 3.2813, -0.5678], [-1.2919, 2.2159, 0.3687], [-2.0862, 2.4509, 1.5365], [-3.3495, 0.9299, 4.3341], [-4.2000, 3.2073, 4.7509], [-3.7255, 5.0214, 3.1162], [-2.7992, 5.7687, 1.0459], [-1.5070, 5.3427, -1.0363], [-0.6623, 3.1112, -1.5028], [1.9873, 1.6852, -5.5682], [0.9470, 1.0285, -4.9310], [0.8691, 1.0385, -3.5421], [1.8275, 1.7086, -2.7882], [2.8897, 2.3453, -3.4379], [2.9634, 2.3376, -4.8209], [1.7587, 1.6560, -0.9722], [1.8267, 3.3931, -0.4197], [1.6355, 4.4581, -1.3010], [1.5844, 5.7659, -0.8313], [1.7097, 6.0277, 0.5248], [1.8963, 4.9741, 1.4134], [1.9520, 3.6711, 0.9428], [3.3603, 0.9236, -0.5422], [3.5261, -0.4386, -0.7947], [4.7471, -1.0470, -0.5590], [5.8106, -0.2985, -0.0628], [5.6528, 1.0568, 0.1826], [4.4293, 1.6736, -0.0602], [2.0498, 1.6803, -6.6499], [0.2006, 0.5010, -5.5131], [0.0715, 0.5144, -3.0393], [3.6689, 2.8301, -2.8598], [3.7883, 2.8319, -5.3195], [1.5260, 4.2755, -2.3622], [1.4541, 6.5818, -1.5328], [1.6698, 7.0471, 0.8899], [2.0093, 5.1680, 2.4734], [2.1107, 2.8679, 1.6529], [2.6969, -1.0162, -1.1904], [4.8774, -2.1029, -0.7658], [6.7666, -0.7733, 0.1216], [6.4849, 1.6418, 0.5558], [4.3149, 2.7341, 0.1273]], "forces_ev_per_a": [[-0.1, 0.1, -0.3], [0.3, -0.1, 0.6], [0.2, 0.1, -0.2], [-0.5, 0.1, -0.4], [0.0, 0.0, 0.0], [0.0, -0.2, 0.0], [0.1, 0.2, 0.0], [0.1, 0.0, 0.1], [0.0, 0.2, 0.0], [0.0, -0.1, -0.1], [0.0, 0.1, -0.2], [0.0, -0.1, 0.0], [0.0, -0.1, 0.0], [0.1, 0.0, 0.0], [0.0, 0.0, -0.1], [-0.2, 0.1, 0.2], [0.0, 0.0, 0.1], [0.0, -0.1, 0.0], [0.0, -0.1, 0.0], [-0.1, 0.1, -0.1], [0.1, 0.0, 0.1], [0.0, -0.1, 0.1], [0.1, 0.0, 0.0], [-0.1, 0.0, 0.0], [0.0, 0.0, 0.0], [0.0, 0.0, 0.0], [0.0, 0.0, 0.0], [0.0, 0.0, 0.0], [0.0, 0.0, 0.0], [0.0, 0.0, 0.0], [0.0, 0.0, 0.0], [0.0, 0.1, 0.1], [-0.2, -0.1, 0.2], [0.1, -0.1, -0.1], [0.0, 0.1, 0.0], [0.0, 0.0, 0.0], [-0.1, 0.1, 0.1], [0.0, 0.1, -0.1], [0.0, 0.0, 0.0], [-0.1, 0.1, 0.1], [-0.1, -0.2, 0.2], [0.4, 0.0, 0.1], [0.0, 0.1, -0.1], [0.0, 0.0, 0.0], [0.0, 0.0, 0.0], [0.0, -0.1, 0.0], [0.0, -0.1, 0.0], [0.0, 0.0, 0.0], [0.0, -0.1, 0.0], [0.0, 0.0, 0.0], [0.0, 0.0, 0.0], [0.1, 0.1, 0.0], [0.0, 0.0, 0.0], [0.0, -0.1, 0.0], [0.0, 0.0, 0.0], [-0.1, 0.0, -0.3], [-0.1, 0.1, -0.1], [0.1, 0.0, 0.0], [0.0, 0.0, 0.0], [0.0, 0.0, 0.0], [0.0, 0.0, 0.0], [0.0, 0.0, 0.1], [0.0, 0.1, 0.0], [0.1, 0.0, 0.0], [0.0, 0.0, 0.0], [0.0, 0.0, 0.0], [0.0, 0.0, 0.0], [0.0, -0.1, 0.1], [0.0, 0.0, 0.1], [0.0, 0.0, 0.0], [-0.1, 0.0, 0.0], [0.0, 0.0, 0.0], [0.0, 0.0, 0.0], [0.0, 0.0, 0.0], [0.0, 0.0, 0.0], [0.0, -0.1, 0.0], [0.0, 0.0, -0.1], [0.0, 0.0, 0.0], [0.0, 0.0, 0.0], [0.0, 0.1, 0.0], [0.0, 0.0, 0.0], [0.0, 0.0, 0.0], [0.0, 0.0, 0.0]]}